15
Properties=species:S:1:pos:R:3 method="wB97M-V/def2-TZVPD" gap_ev=10.2319 smiles="CC(=C=NO)CN" e_homo_ev=-9.28 relative_energy_ev=4.006 fmax_ev_per_a=0.8
C 0.651 1.253 -1.225
C 0.428 -0.061 -0.529
O 1.209 -0.215 2.557
C -0.890 -0.789 -0.697
N -1.894 -0.019 0.037
C 1.223 -0.485 0.418
N 1.827 -0.840 1.441
H 1.543 1.755 -0.843
H -0.222 1.887 -1.036
H 0.754 1.129 -2.309
H 1.763 -0.499 3.292
H -0.775 -1.829 -0.354
H -1.181 -0.819 -1.754
H -1.632 0.005 1.020
H -2.802 -0.472 -0.019